The following is a DFT calculation (ωB97M-V/def2-TZVPD) of a structure of composition C64H176CsF2N17O20S2.

```
282
Properties=species:S:1:pos:R:3:forces:R:3:mulliken_charge:R:1
H 3.03432 -2.41935 9.56823 -0.095 -0.282 -0.155 0.2881
H -3.41544 -4.12180 4.38518 0.105 -0.453 -0.700 0.2885
H -1.19559 -0.75334 6.36967 0.597 -0.577 0.294 0.2506
H 0.92452 4.72396 -1.96316 -0.838 0.218 0.728 0.1803
C 5.08847 7.51522 -3.15834 -0.206 -0.839 1.688 -1.3075
H 5.74264 6.12608 -0.85314 0.428 0.782 -0.084 0.0113
C -3.22151 3.58461 1.31436 -0.369 -0.724 -2.207 -0.8851
N -3.72078 5.52223 -0.00572 1.248 0.039 -0.176 -0.5321
H -3.83908 0.72676 -4.15842 -0.125 -0.218 -0.543 -0.0413
H -1.78062 -0.00150 -7.72750 0.474 -0.302 0.374 0.3991
H -3.27391 5.88935 -3.01956 -0.297 0.062 0.224 0.2665
H 1.86228 7.14032 0.64939 1.203 0.715 0.216 0.0390
H 8.73509 -0.45173 -1.31663 0.211 0.587 -0.237 0.2503
H 1.24193 -1.23847 8.25166 -0.466 -0.495 -0.374 0.4377
H -2.22672 -3.04639 -2.71384 -0.045 -0.511 -0.466 -0.5138
H -3.40598 1.70829 -6.36792 0.476 -0.263 0.138 0.1625
H -7.10092 -4.33667 5.30318 0.271 -0.014 0.341 0.2815
H -2.51442 -8.12271 0.21343 -0.468 -0.438 0.499 0.3419
O 2.54892 0.14275 -0.69111 -0.768 0.281 -0.475 -0.4364
C -1.78292 -3.85908 -5.34781 -0.811 -0.196 1.366 -0.8299
O -2.62394 -6.29238 1.10539 -0.493 0.208 1.144 -0.4262
H 3.62007 4.72862 0.51241 0.330 -0.405 -0.103 0.1474
H -1.94665 -6.83314 -0.73157 0.274 0.181 -0.007 -0.0142
H -4.03904 -2.38826 3.53754 0.323 0.395 0.154 -0.6432
C 2.22639 2.70096 -5.75758 -0.381 -0.105 0.147 -0.7705
H 2.29399 -1.39379 -5.15674 0.600 0.318 -0.381 0.5329
H -8.34964 -3.98249 -1.33856 0.224 0.078 0.404 0.3122
H 1.65570 -0.83796 -3.59454 -0.304 -0.511 -0.482 -0.2046
H -2.86265 3.11392 -4.11229 0.156 -0.055 -0.426 -0.3295
H -6.90843 0.54596 -5.72174 -0.508 -0.008 0.298 0.4483
Cs -1.40351 -0.37133 2.50826 -0.337 0.036 0.166 0.8390
H 3.01191 -4.34716 3.07723 0.365 0.589 0.029 0.1748
N -2.59481 2.31201 -6.47506 1.038 1.160 -0.811 -0.3879
H 3.56977 -3.62643 0.09382 -0.408 -0.343 0.319 0.6502
O -1.93776 0.68222 -0.39788 -0.055 1.406 0.655 -0.2066
H 1.54093 -3.80904 5.73170 0.606 -0.839 -0.309 0.6490
C -6.70526 1.02004 -1.03034 1.555 0.713 0.669 -0.4399
H 4.39959 3.45032 1.42721 -0.126 -0.888 0.849 0.3526
H -5.72584 1.81834 -3.56607 -0.167 0.089 0.459 0.2380
C 2.86912 -3.01485 0.69916 0.786 -1.189 -0.913 -0.7558
N -0.41436 -1.14438 5.83965 0.457 1.514 -0.729 -0.1351
H 6.88193 3.76391 5.19246 -0.060 -0.246 -0.179 0.3678
C 2.58067 8.01073 0.86986 -1.038 -0.810 -1.710 -0.5578
C -2.82008 3.76954 -3.25119 -0.230 -0.003 -0.899 0.9872
C -2.25318 6.40224 4.08156 -0.139 -0.675 1.798 -0.8733
H -9.82477 -2.66077 0.49558 -0.784 0.015 -0.453 0.4205
N 6.15876 7.05059 -1.06231 -0.706 -1.839 -1.058 -0.4614
O -1.88281 5.29078 3.29606 -0.015 0.353 0.107 -0.1843
C -7.18418 0.62469 -4.65527 1.756 -0.299 -0.746 -1.6390
H 2.06336 8.88194 0.44323 0.212 0.090 0.096 0.3701
H 3.13877 -6.07225 -5.84364 -0.439 0.238 0.644 0.2378
O -6.73516 -0.17682 -1.77207 0.326 -0.112 -0.447 -0.3521
H -9.58120 -5.18679 0.42952 0.707 0.738 -0.189 0.3679
H 3.22653 8.77412 -1.41605 0.054 0.680 0.106 0.6120
H -1.44521 7.11468 4.14077 0.214 0.663 -0.512 0.3259
H 6.98024 0.38499 7.53837 -0.149 0.173 0.335 0.2751
C 6.93048 -0.67128 5.86869 0.000 2.382 -0.837 0.3753
C 1.08580 -2.98045 5.23805 -0.698 0.786 -0.591 -0.5735
H 0.14775 -0.32963 5.51262 -0.366 -0.966 0.459 -0.1390
C -0.97414 0.74066 -7.69529 -1.936 1.368 0.538 -1.9373
N -8.19532 -5.27285 1.84883 0.781 1.618 1.633 -0.6570
H 7.08658 -1.20623 7.84369 -0.450 0.485 -0.347 0.2436
C 7.30116 -1.71513 -0.71125 -0.547 0.166 0.544 0.2664
H -4.73014 -0.04931 -2.30211 0.045 -0.165 0.019 -0.2292
H -4.35867 -4.43105 1.44932 -0.700 -0.237 -0.123 0.0852
H -5.66716 1.19672 -0.59050 -0.827 -0.149 -0.706 -0.0991
H -4.65472 -0.29348 -5.20218 0.171 -0.427 0.036 0.2372
O 2.61684 4.26470 5.05241 -0.157 0.584 -0.260 -0.3502
H 1.39113 -4.35654 1.52262 -0.244 0.818 -0.717 0.0906
C 3.26988 5.45940 4.70253 0.854 0.229 -0.707 -0.4767
H -7.37692 -5.29077 -0.73634 0.595 -1.385 -0.273 0.4404
C -1.97118 -7.20092 0.30661 1.063 -0.409 -1.708 -0.4716
H 6.98760 -2.76198 5.83349 -0.412 -0.108 -0.617 0.3352
H 0.84727 -5.44040 -4.12415 -0.149 0.476 0.120 -0.1876
C 1.43955 -3.51783 0.76556 -0.231 -0.379 0.695 1.4454
H -1.26056 4.98932 1.39402 0.374 0.124 -0.010 -0.0912
H 1.84345 -2.38335 4.63574 -0.867 -0.476 0.964 0.0435
H -0.70875 3.21576 3.19804 1.018 -0.992 -0.149 -0.0171
H 2.73249 6.38178 5.01662 0.223 -0.552 -0.189 0.2922
H -6.14100 -2.96384 3.48589 -0.606 -0.030 0.358 0.1212
H -1.53736 -4.68514 0.40363 -0.468 0.000 0.787 -0.1780
H 2.77232 -2.12747 0.16497 0.109 1.791 -1.093 -0.7525
H -2.72051 2.90345 -7.28882 -0.241 -0.046 -0.016 0.2265
H -1.77800 -4.62811 -6.13299 0.237 0.403 0.147 0.4582
N -4.64964 0.62225 -4.78207 -0.493 0.600 0.466 -0.5406
H 8.04097 -0.52852 5.73263 -0.819 -0.418 -0.063 0.2576
H 6.64402 7.38296 -0.28576 0.584 0.647 1.476 0.2795
C 1.84977 -5.12837 -4.42318 1.445 1.006 0.374 1.4103
S -1.32165 0.07447 -1.52004 -0.433 -2.852 -0.873 -0.4121
F -1.77966 -1.46643 -1.23810 -0.391 0.306 -0.357 -0.0778
H 0.69640 2.31828 5.18348 -0.366 -0.137 -0.418 0.3154
C 0.08204 5.44019 -1.74625 0.908 0.727 -0.118 -0.5158
O 3.88446 7.86853 0.35161 -0.572 0.387 -0.378 -0.3625
H 7.30179 -2.85340 -0.61994 -0.481 1.413 0.249 0.2810
C 5.25106 2.77232 -3.55895 -0.075 0.429 0.290 -0.8335
H 7.44183 0.11880 0.42504 -0.013 0.173 -0.219 0.2418
H 5.94714 4.48863 -2.58060 0.436 -0.612 0.627 0.1511
H 6.40881 0.31347 4.03233 -0.319 -0.100 -1.233 0.3770
H -1.15570 1.26978 -8.61639 0.157 0.587 -0.530 0.5068
H -5.65095 -1.70331 1.56723 -0.001 0.525 0.304 0.0768
H -7.35800 -4.83902 2.26437 -0.499 0.001 -0.331 0.1805
H 5.14184 2.23114 -0.54982 0.229 -0.734 -0.763 0.0937
C -2.98634 -4.09465 -4.38492 0.197 -1.255 0.654 -0.0475
H 5.18703 -1.63241 -0.69093 -0.791 -0.213 0.110 -0.4312
F 0.78044 0.85230 0.70789 -0.121 0.118 -0.210 0.0969
H -0.88995 -3.90055 -4.68543 -0.255 0.016 -0.748 -0.2008
H -3.08560 -8.29847 -5.38496 0.480 -0.016 0.475 0.2624
H 7.63769 3.19317 -1.30585 0.581 0.127 1.039 0.3881
C -0.08939 2.73742 -6.25793 0.249 -1.026 -1.813 -0.5443
H 2.74882 -6.27963 -2.85378 -0.077 -0.784 0.211 0.4019
H 3.82910 -5.06286 -3.36948 0.554 0.301 -0.655 0.3191
O 1.04328 1.98178 -5.81002 -1.748 -0.380 -0.187 0.0463
H -3.97432 6.50734 -0.11085 0.164 -0.353 0.446 0.3402
H -6.92568 1.89419 -1.67725 -0.144 -0.311 0.553 0.3384
H 3.53070 5.50733 3.60172 -0.750 -0.012 0.800 0.0346
C 1.47169 -1.49410 -4.47057 -0.304 0.948 0.115 -0.9569
C -5.69786 -0.21527 -2.79368 -0.786 0.104 1.391 -0.2098
H -0.94243 -5.39845 1.91274 0.567 -0.481 -0.002 0.5918
H -1.88615 -4.94189 4.13850 0.298 -0.304 0.257 0.4031
H 0.38214 2.53041 2.16017 0.721 0.195 -0.375 -0.2184
H 4.46096 -3.25721 3.55019 -0.934 -0.905 -0.758 -0.0953
H -0.30366 -2.88793 6.88621 -0.098 -0.501 0.158 0.4414
H 4.42098 3.47201 -3.81468 0.418 -0.911 -0.199 0.1722
H -3.97425 -8.18462 -3.90919 0.080 -0.284 0.826 0.2600
H -0.38973 3.52936 -5.60764 -0.168 0.278 1.019 0.1479
C 5.96182 -1.20322 -1.30504 1.055 0.428 -0.281 1.7750
H 3.95323 -2.37654 8.06635 0.062 0.001 -0.184 0.1340
H -6.08025 -3.37778 -2.03595 -0.351 -0.156 -0.694 0.5514
H 2.04253 3.59061 -5.19978 0.016 1.411 0.084 0.4369
C 2.25971 1.80129 3.78562 -0.193 -0.694 0.619 -0.4182
N 7.29734 2.83403 -2.16369 -1.390 0.321 -1.411 -0.8286
C -3.58585 5.03207 -3.60973 -1.144 0.022 -1.245 -1.6859
O 1.13004 2.09422 -1.34241 0.160 -0.643 0.546 -0.3556
C 1.05821 2.61354 4.18952 -0.169 1.799 -1.466 0.2311
H -2.01977 -5.70138 -3.22928 0.402 -0.308 0.179 -0.0046
O 1.39557 -2.83549 -4.07553 -0.651 0.856 1.309 0.6470
C -6.39293 -2.12627 4.17993 -1.340 0.038 -1.526 -0.3055
H 4.54800 -0.21925 -3.27385 -0.614 1.260 -0.237 -0.9529
O -6.12865 -2.49431 5.49533 0.096 -0.050 0.603 -0.3412
H -0.14984 -3.63348 -0.62167 -0.103 -0.200 -0.105 -0.8890
H 5.27541 0.67879 5.40634 -0.751 -0.409 -0.300 0.1477
H 4.04053 3.35507 -1.32022 -0.626 0.055 -0.210 -0.1076
H 0.57421 -1.14881 -5.01557 0.111 -0.175 0.349 0.1381
H -2.78288 2.39403 -1.82934 -0.747 -0.235 -0.196 -0.6083
H 4.72293 6.44793 -3.25762 0.295 1.105 0.465 0.0759
N 0.17545 -0.29158 -1.50669 3.827 1.859 2.269 0.0337
H -5.71112 -0.09796 4.19501 0.308 0.039 0.093 0.4249
H 0.29070 6.27671 -2.45429 -0.306 -0.183 0.311 0.3419
H -5.15614 0.06982 1.80961 -0.603 -1.064 0.216 -0.1531
H 2.36425 -1.24003 6.90271 -1.219 -1.299 0.290 -0.0247
O 6.95836 1.73248 5.37313 0.735 0.901 -0.244 -0.4559
C -7.05526 -3.45641 5.96061 -1.743 1.028 -0.296 -0.7445
C -2.98560 -5.50612 -3.68172 -1.277 1.003 -1.371 0.1275
H -1.27173 1.12274 -5.55348 0.502 0.135 -0.624 -0.7901
H 5.32095 -2.10465 5.41412 1.581 0.222 0.042 -0.0900
H 2.64691 2.88940 -6.75620 0.167 0.005 0.331 0.2795
C -5.84755 0.79546 -3.90252 0.299 -0.116 -0.792 0.9113
H -7.89632 -6.11276 1.47709 0.810 -2.377 -0.511 0.2918
C -3.09487 -7.79343 -4.40394 -1.471 1.088 -1.963 -0.7454
H 2.67752 8.13697 1.90190 0.013 0.101 1.687 0.3089
H 4.53380 -4.43033 2.19306 0.112 0.045 -0.260 0.3459
H 5.86966 -0.07659 -1.24337 0.227 -0.837 0.172 -0.8942
N -4.06021 -1.42837 3.90570 -0.854 0.367 0.039 0.1104
H 7.08242 1.84857 -2.07126 0.638 -0.298 0.273 0.1801
H 4.67746 -1.73713 -4.27865 0.035 0.807 0.780 0.1921
H -0.91803 -7.44840 0.58002 -0.605 0.333 0.270 0.2801
H -8.50630 -2.57669 1.53216 0.524 0.239 0.195 -0.0551
H -3.53979 5.33408 -4.68939 0.650 -0.405 0.778 0.4019
H 5.34183 2.96244 5.47506 -0.750 0.170 0.418 0.3163
H -5.74421 -1.22786 -3.21984 0.049 0.198 0.146 0.3352
H -1.89236 -2.83220 -5.72804 0.254 -0.408 -0.215 0.1788
H 3.84605 -1.77714 -2.73068 -0.328 0.274 0.208 -0.2217
H -8.10243 -3.00135 5.94004 1.033 -0.489 -0.093 0.2950
H 8.22878 -1.54146 -2.42617 0.208 0.057 -1.193 0.3402
C 0.39785 -2.24091 6.38428 0.650 1.394 -0.219 -0.0834
H 8.28181 -1.20843 1.12121 1.376 -0.550 1.036 0.5519
C 3.86589 -3.73603 2.70885 0.700 0.320 1.225 -0.5414
C 3.86562 7.97069 -1.06453 -0.195 -0.609 0.464 -0.5273
N -3.82648 -3.62560 1.73633 0.331 -0.628 0.238 0.6133
C 3.21325 -2.95628 8.62132 -0.071 -0.559 0.065 -0.5477
C -3.36099 5.07025 1.36761 0.876 0.320 -0.945 0.3323
H 4.44521 8.13630 -3.74261 -0.176 0.575 -0.544 0.4268
H 6.49799 -1.14550 1.23121 0.887 0.136 -0.314 0.0747
H -1.97972 -3.33182 2.45106 1.102 0.794 0.048 -0.2616
O 5.88865 -1.57991 -2.64892 0.096 -0.542 -0.233 -0.5508
H 0.00263 0.34479 -7.74433 1.024 -0.677 0.277 0.3410
H 0.65730 4.77959 4.62283 -0.178 -0.104 0.028 0.3946
C 7.41200 -0.95275 0.60527 -2.197 -0.586 0.158 -1.3335
O 5.51290 4.14617 -0.11546 0.622 -0.024 -1.184 -0.6832
O 2.02041 -3.14535 7.87043 0.152 1.380 -0.181 -0.3182
H -4.96803 -2.73567 -0.84931 -0.697 -1.359 -0.202 -0.4163
H 3.39471 7.08836 -1.48127 -0.409 -0.689 0.081 0.0942
H 3.60488 -3.97173 8.80103 -0.077 0.539 0.162 0.2500
H 4.24636 5.39876 5.15035 0.332 0.332 0.633 0.3073
H 4.89588 1.74759 -3.36964 -0.084 0.424 -0.014 -0.6277
H -7.83934 1.44390 -4.52066 -0.577 1.010 0.085 0.3302
C 5.93779 3.39966 -2.34749 -0.112 -0.592 0.014 0.7529
H 1.30747 -3.63214 -1.45820 1.139 0.538 -1.335 -0.6402
H -3.94928 -4.14933 -4.92230 0.352 0.570 0.059 0.4539
H -2.17618 -7.81370 -3.89040 1.086 -0.910 0.848 0.3144
O -6.76082 -3.46132 -0.04468 1.033 -0.990 -2.022 0.2176
C -5.77835 -0.79774 2.18843 1.080 0.644 -0.144 -0.6707
C 6.29249 0.55036 5.06168 0.760 -1.354 1.970 -0.5948
H 0.42052 -1.70086 0.56219 0.266 -0.214 -0.441 -0.7924
H 1.81282 -6.94046 -5.24037 0.878 0.972 -0.814 0.2984
H -6.87868 -3.67133 7.01128 0.448 -0.258 -0.162 0.3015
H 0.80385 -5.12761 -0.53730 0.241 0.690 -0.598 0.3591
H -4.67038 4.80901 -3.53541 0.506 0.347 0.552 0.4106
C -1.32888 4.08483 -3.06602 -0.878 -0.119 0.780 -1.3154
C -5.48321 -1.02300 3.65716 0.611 -0.281 0.732 -0.1643
C 1.85427 -3.70343 -5.02010 0.482 -2.150 0.055 -1.3152
H -0.93764 4.59824 -3.93600 0.030 0.068 -0.461 0.8331
H 0.07817 5.86432 -0.70813 0.415 -0.540 -0.855 0.0131
H 2.82715 2.14118 -5.07618 1.117 -0.583 -0.129 -0.0269
C 4.65215 -1.26793 -3.25752 0.619 -2.294 -0.716 1.3463
H -6.80308 -0.48704 2.18023 -0.754 0.206 -0.548 0.5129
N 0.62103 -2.37959 1.28939 -0.047 -0.755 0.370 0.7445
O 3.49324 -2.64735 1.89894 -0.481 -0.160 0.457 0.2116
N -3.53359 2.98832 -2.21179 1.918 -0.672 -0.029 -0.0698
C 1.46293 4.13744 4.25454 -0.349 -1.919 1.118 -0.8300
N 6.56444 -0.50499 7.28969 0.665 -0.726 -0.191 -0.6678
H 6.11513 7.51434 -3.40527 0.943 0.068 -1.339 0.4168
C 4.60206 4.34964 0.89553 -1.705 0.980 -0.553 -0.7358
H 2.48857 -4.66861 -2.39435 -0.381 0.828 0.828 -0.2113
H 1.21192 -3.83172 -5.89695 0.095 0.711 -0.271 0.1164
H 1.71129 4.43463 3.26941 0.118 0.343 -1.374 0.3623
H -7.50952 -1.82972 4.03845 1.604 -0.520 0.227 0.4071
H 0.22739 3.26844 -7.18436 -0.349 -0.352 0.016 0.4333
H -2.33739 6.07149 5.15146 -0.258 -0.025 -0.978 0.2244
H -5.23460 -4.56505 -0.99823 0.324 -0.393 -0.033 0.7400
H -3.30533 -2.21809 -3.51528 -0.314 0.630 -0.578 -0.1524
H -7.32659 0.98780 -0.11295 -0.227 -0.289 -0.942 0.3474
H -3.20696 6.84919 3.77390 0.262 -0.001 -0.037 0.3579
H -3.96025 -1.47189 4.92489 0.058 -0.258 -0.415 0.2325
H 6.00605 2.71999 -4.33636 -0.178 0.101 -0.428 0.4870
O -1.19101 4.90849 -1.94342 -0.306 0.673 0.967 0.1730
C 6.45465 -1.96986 5.27809 -1.141 -0.498 -0.099 -0.7333
N 2.17224 -5.99647 -5.51236 -0.592 -2.573 -0.552 -0.7116
H 4.89599 5.16288 1.53594 0.707 0.083 0.421 0.4888
C -2.01026 5.57441 1.92469 -0.533 0.338 -1.267 -0.4027
H -2.90964 5.36103 -0.65989 -0.957 0.160 0.883 -0.1162
H 5.98837 2.93148 3.85652 0.542 -0.330 0.390 0.2601
C -7.79556 -4.36411 -0.45348 -0.613 1.861 0.884 -0.8427
H 6.63309 -2.01474 4.17172 0.166 -0.118 1.031 0.2626
C 0.87115 -4.02016 -0.59797 -1.296 -0.608 2.925 0.1934
N 8.47837 -1.40571 -1.47564 0.118 -0.383 0.243 -0.7698
H 1.21577 -1.90199 1.96083 0.029 0.101 0.107 0.0606
H -3.17241 3.17594 2.27689 0.191 -0.734 1.496 0.8355
C 1.51373 -1.88395 7.38465 1.127 0.819 0.351 -0.3564
H -2.33166 3.25847 0.71470 -0.628 0.312 0.437 -0.1437
H -3.33757 -5.73829 3.46181 0.122 0.681 0.869 0.2607
H -9.85496 -3.43309 2.15564 -0.543 0.054 -0.210 0.3736
H -7.72020 -0.24433 -4.33079 -0.172 -0.676 0.096 0.2930
H 5.74141 8.93904 -1.61548 -0.238 0.414 -0.171 0.4996
C -2.60684 -4.18063 2.34557 0.027 0.519 -2.379 1.1915
C -2.84313 -4.75434 3.67290 -0.834 -1.612 0.849 -1.5718
H -1.87471 6.63386 1.63545 0.131 -0.164 0.597 0.3867
H -4.14116 5.28597 2.07634 -0.548 0.501 0.146 0.4590
C -8.71407 -4.52724 0.74402 -2.304 -0.748 -0.988 0.3032
H 2.64895 2.17610 2.86343 0.110 0.020 -0.981 -0.1846
N 0.02829 2.46873 3.09185 -1.613 0.688 2.376 0.3396
C -5.68970 -3.59239 -1.06260 -0.110 2.636 2.153 -1.0226
C 2.78800 -5.26702 -3.20453 -0.485 -0.513 -0.794 -0.9647
O -1.70544 0.33971 -2.85760 -1.038 0.565 -0.246 -0.0444
H -4.11171 3.20033 0.79815 0.186 -0.260 0.238 0.0404
O -3.31827 -6.42327 -4.72288 0.353 0.151 0.351 -0.4411
C 6.26641 2.89526 4.93422 0.297 -0.022 -0.101 -0.6765
H 2.91220 -3.46429 -5.28675 -0.545 -0.071 -0.261 0.6788
H -3.79477 -5.47381 -2.90778 0.694 -0.148 -0.387 0.1800
C -1.24238 1.71908 -6.49966 -0.379 -1.274 1.179 1.6856
S 1.26307 0.75955 -0.82818 -0.947 -1.025 -1.234 0.5180
N -3.06571 -3.15743 -3.28483 0.010 0.220 0.818 0.4837
C -1.85036 -5.15528 1.37154 -0.135 1.133 0.432 -0.2152
H 0.27044 -3.28082 4.57286 0.368 -0.294 -0.211 -0.2558
C 5.24014 7.97826 -1.66307 -0.170 -0.840 -0.969 0.1559
H 2.00013 0.73052 3.71111 0.193 0.371 -0.171 -0.0402
H -3.76589 3.52028 -1.40130 -0.417 1.025 0.416 0.2089
H -0.73909 3.21859 -2.82985 0.337 -0.924 -0.460 0.3734
C 5.08166 3.16040 -1.11270 0.242 1.987 1.408 0.3092
H -3.51447 -3.23314 0.86080 -0.176 0.401 -0.375 -0.5153
C -9.31097 -3.23517 1.23684 1.000 0.244 0.662 -1.2065
H 3.07814 1.91711 4.47590 0.159 -0.083 0.533 0.4571
```
Forces are in eV/Å.

Properties
Kohn-Sham gap ... 8.47 eV
Multiplicity ... 1
Total energy ... -5995.5599 Eh
Net charge ... 0
Lowest unoccupied orbital energy ... -0.004 Eh
Highest occupied orbital energy ... -8.58 eV